Entry 1:
Below is the ion C28H47Cl2N4O4 with charge +1, with properties calculated with wB97M-V/def2-TZVPD.

```
85
Properties=species:S:1:pos:R:3
C 4.844 -4.325 -5.506
O 4.892 -2.939 -5.189
C 5.065 -2.126 -6.342
C 5.719 -0.754 -6.008
C 6.274 -0.654 -4.570
C 5.297 0.051 -3.626
C 5.836 0.215 -2.190
C 4.705 0.659 -1.244
C 4.278 2.131 -1.463
C 3.032 2.409 -0.568
C 1.811 2.874 -1.406
C 0.518 2.616 -0.601
N -0.663 2.550 -1.480
C -1.549 1.598 -1.398
N -1.510 0.504 -0.561
C -2.410 -0.558 -1.111
C -2.917 -1.634 -0.143
C -3.404 -1.180 1.222
C -2.609 -0.604 2.196
C -3.119 -0.302 3.434
C -4.432 -0.558 3.746
C -5.265 -1.122 2.794
C -6.720 -1.472 3.054
C -4.726 -1.413 1.557
C -1.488 -1.299 -2.164
Cl -2.056 -2.965 -2.607
C 0.012 -1.433 -1.853
C 0.897 -0.274 -2.388
Cl 0.438 -1.871 -0.165
C -3.501 0.385 -1.661
C -4.427 0.003 -2.876
O -4.257 -1.276 -3.414
C -5.293 -2.186 -3.057
C -4.489 1.093 -0.695
O -3.873 1.677 0.453
N -3.938 3.081 0.328
O -2.975 3.582 0.752
N -2.665 1.509 -2.187
H 4.084 -4.838 -4.907
H 5.828 -4.774 -5.322
H 4.545 -4.453 -6.555
H 4.070 -1.945 -6.778
H 5.711 -2.647 -7.061
H 4.949 0.018 -6.122
H 6.519 -0.589 -6.734
H 7.173 -0.020 -4.624
H 6.602 -1.610 -4.153
H 4.350 -0.509 -3.591
H 5.095 1.065 -3.997
H 6.655 0.946 -2.170
H 6.247 -0.740 -1.835
H 5.051 0.556 -0.207
H 3.806 0.044 -1.376
H 5.096 2.784 -1.139
H 4.063 2.345 -2.514
H 3.284 3.208 0.137
H 2.739 1.503 -0.026
H 1.810 2.313 -2.347
H 1.894 3.941 -1.645
H 0.394 3.456 0.093
H 0.623 1.709 -0.005
H -0.788 3.284 -2.165
H -1.651 0.744 0.418
H -3.755 -2.124 -0.647
H -2.192 -2.428 0.053
H -1.550 -0.422 2.000
H -2.503 0.118 4.225
H -4.824 -0.353 4.739
H -6.803 -2.021 3.996
H -7.040 -2.167 2.268
H -7.381 -0.603 3.007
H -5.370 -1.882 0.810
H -1.566 -0.747 -3.109
H 0.347 -2.290 -2.438
H 0.320 0.442 -2.979
H 1.667 -0.679 -3.052
H 1.401 0.164 -1.527
H -5.475 0.091 -2.543
H -4.307 0.734 -3.684
H -5.448 -2.148 -1.967
H -6.235 -1.907 -3.548
H -5.008 -3.199 -3.340
H -5.322 0.445 -0.405
H -4.944 1.910 -1.276
H -3.156 2.365 -2.413
```

The value obtained for the electronic energy is -2535.11677 a.u. For the orbital gap, the calculation gives 0.294 Ha. The value obtained for the LUMO energy is -3.19 eV. Its structure (SMILES) is COCCCCCCCCCCNC1=[NH+][C@](Cc2cccc(C)c2)([C@H](Cl)[C@@H](C)Cl)[C@@](COC)(CON=O)N1. Its net charge is +1. The multiplicity is 1. The value obtained for the HOMO energy is -11.194 eV.

Entry 2:
Below is a structure of composition C28H47GaO3SSi, with properties calculated with wB97M-V/def2-TZVPD.

```
81
Properties=species:S:1:pos:R:3
Ga -1.188 -0.385 -0.818
C -0.830 -1.400 2.143
C 0.458 -0.832 1.773
C 0.794 -1.332 0.527
C -0.416 -2.041 0.015
C -1.329 -2.193 1.159
C -2.489 -3.173 1.261
C -3.745 -2.712 0.517
C -2.857 -3.366 2.734
C -2.052 -4.522 0.674
C 2.147 -1.515 -0.192
C 3.136 -2.119 0.819
C 2.769 -0.273 -0.842
C 2.015 -2.544 -1.329
C 1.163 0.068 2.794
C 1.757 -0.796 3.916
C 0.125 1.020 3.424
C 2.249 0.971 2.207
H -1.292 -1.259 3.109
H -0.311 -2.848 -0.698
H -4.095 -1.752 0.899
H -4.545 -3.446 0.643
H -3.557 -2.613 -0.554
H -3.281 -2.453 3.159
H -1.984 -3.645 3.327
H -3.606 -4.155 2.829
H -1.922 -4.465 -0.409
H -2.812 -5.281 0.877
H -1.109 -4.857 1.113
H 3.494 -1.389 1.543
H 4.007 -2.510 0.287
H 2.674 -2.941 1.370
H 2.747 0.611 -0.215
H 2.258 -0.040 -1.771
H 3.810 -0.491 -1.096
H 1.748 -3.535 -0.955
H 2.982 -2.629 -1.830
H 1.285 -2.238 -2.079
H 0.979 -1.401 4.388
H 2.208 -0.163 4.685
H 2.523 -1.473 3.538
H -0.595 0.498 4.056
H -0.431 1.560 2.654
H 0.636 1.754 4.051
H 3.114 0.421 1.846
H 2.601 1.653 2.985
H 1.849 1.572 1.386
C 5.016 3.600 -4.737
C 3.784 2.969 -4.146
C 2.989 2.110 -4.898
C 1.834 1.558 -4.370
C 1.486 1.858 -3.062
C 2.262 2.709 -2.283
C 3.408 3.252 -2.834
S -0.059 1.311 -2.450
O -0.263 -0.137 -2.756
O -1.062 2.176 -3.003
O 0.022 1.312 -0.952
H 5.271 3.152 -5.696
H 5.873 3.496 -4.071
H 4.855 4.668 -4.898
H 3.278 1.869 -5.914
H 1.220 0.888 -4.960
H 1.977 2.919 -1.261
H 4.028 3.907 -2.232
C -2.142 3.174 0.365
Si -3.410 1.821 0.231
C -3.756 1.105 1.924
C -4.983 2.571 -0.438
C -2.945 0.436 -0.938
H -2.609 4.047 0.829
H -1.769 3.461 -0.622
H -1.283 2.875 0.970
H -3.645 1.858 2.709
H -3.067 0.289 2.146
H -4.774 0.708 1.983
H -5.308 3.420 0.171
H -5.795 1.839 -0.459
H -4.825 2.930 -1.459
H -2.964 0.827 -1.960
H -3.723 -0.317 -0.848
```

The calculation puts the energy above the lowest of the compared OMol25 structures with the same formula, charge and spin at 14.29 kcal per mole. The value obtained for the electronic energy is -3933.36573 a.u. For the orbital gap, the calculation gives 0.309 Ha. The value obtained for the LUMO energy is 0.58 eV. Its net charge is 0. The multiplicity is 1. The value obtained for the HOMO energy is -7.837 eV.

Entry 3:
Below is a structure of composition C28H47LuNO2P2, with properties calculated with wB97M-V/def2-TZVPD.

```
81
Properties=species:S:1:pos:R:3
Lu -0.519 1.920 -0.407
C 0.224 1.262 1.712
C 1.324 1.927 1.035
C -0.411 3.467 1.331
C -0.847 2.208 1.830
C 0.938 3.309 0.839
C 0.219 -0.018 2.443
H -0.499 -0.733 1.996
H -0.141 0.122 3.481
H 1.192 -0.537 2.436
C -2.236 1.959 2.336
H -2.441 0.887 2.386
H -2.968 2.460 1.681
H -2.357 2.376 3.355
C -1.079 4.728 1.747
H -1.083 4.815 2.847
H -2.103 4.724 1.380
H -0.543 5.581 1.332
C 1.860 4.478 0.696
H 2.210 4.843 1.688
H 1.307 5.309 0.248
H 2.735 4.244 0.082
C 2.711 1.399 0.856
H 3.442 2.211 0.952
H 2.897 0.974 -0.141
H 2.950 0.632 1.616
C 0.264 -3.326 0.629
C 1.239 -3.452 1.534
C 2.712 -3.266 1.368
C 3.301 -3.888 0.071
C 3.343 -2.980 -1.118
C 2.539 -1.930 -1.319
C 1.436 -1.369 -0.486
C 0.118 -2.176 -0.327
H 3.141 -3.804 2.236
H 2.691 -4.735 -0.261
H 3.028 -2.229 1.528
H -0.232 -2.631 -1.272
H -0.656 -3.906 0.730
H 0.936 -3.767 2.535
H -0.720 -1.507 -0.017
H 1.775 -1.074 0.513
H 2.699 -1.403 -2.272
H 1.188 -0.416 -1.017
H 4.314 -4.270 0.271
H 4.038 -3.261 -1.926
P -0.618 -0.242 -2.789
P -0.511 2.884 -2.870
C -0.739 0.608 -4.438
C -1.286 2.026 -4.313
H -1.411 -0.021 -5.040
H 0.251 0.600 -4.915
H -1.084 2.619 -5.223
H -2.376 1.997 -4.116
C -1.047 4.593 -2.992
H -0.386 5.204 -2.364
H -2.081 4.663 -2.630
H -0.973 4.889 -4.047
C 1.301 2.967 -3.179
H 1.453 3.201 -4.245
H 1.819 2.029 -2.908
H 1.705 3.782 -2.554
C -2.355 -0.853 -2.805
H -2.637 -1.294 -1.845
H -2.450 -1.626 -3.578
H -3.036 -0.030 -3.031
C 0.202 -1.716 -3.611
H 0.708 -1.371 -4.521
H -0.546 -2.457 -3.918
H 0.953 -2.225 -3.002
O -2.110 -1.037 4.306
C -2.248 -2.214 3.953
C -3.050 -3.223 4.790
C -2.843 -4.539 4.081
C -2.107 -4.130 2.811
O -1.878 -4.967 1.924
N -1.756 -2.802 2.811
H -2.695 -3.247 5.825
H -4.115 -2.949 4.777
H -2.215 -5.219 4.672
H -3.775 -5.054 3.829
```

The value obtained for the electronic energy is -3218.21769 a.u. For the orbital gap, the calculation gives 0.167 Ha. The value obtained for the LUMO energy is -4.66 eV. Its net charge is +1. The multiplicity is 1. The value obtained for the HOMO energy is -9.192 eV.

Entry 4:
Below is a structure of composition C28H48BrN3P2SSn, with properties calculated with wB97M-V/def2-TZVPD.

```
84
Properties=species:S:1:pos:R:3
N -4.781 4.655 -4.358
C -4.249 5.367 -3.374
C -2.891 5.271 -3.013
C -2.063 4.271 -3.576
C -2.616 3.598 -4.695
C -3.967 3.812 -5.000
C -0.835 3.811 -2.820
Sn 1.123 2.758 -3.391
P 3.777 1.170 -1.410
C -0.853 2.364 -2.439
C -0.483 1.581 -1.190
C 0.154 0.351 -1.428
C 0.409 -0.602 -0.431
C 0.081 -0.314 0.908
C -0.509 0.925 1.193
C -0.803 1.839 0.169
Br 0.341 -1.592 2.234
H -0.359 4.597 -2.202
H -1.588 1.798 -3.041
H -2.504 5.946 -2.251
H -2.069 2.881 -5.309
H -4.897 6.027 -2.799
H -4.452 3.250 -5.787
H 0.346 0.179 -2.475
H -1.174 2.805 0.509
H 0.724 -1.606 -0.697
H -0.760 1.169 2.231
P -1.181 -3.461 0.030
C 2.658 2.447 -0.692
C 3.476 3.478 0.118
H 1.824 2.007 -0.125
H 2.238 3.044 -1.542
H 2.813 4.163 0.670
H 4.138 2.997 0.846
H 4.086 4.078 -0.585
C 3.073 -0.137 -2.520
C 4.132 -0.996 -3.184
H 2.453 0.364 -3.272
H 2.454 -0.788 -1.900
H 3.734 -1.468 -4.089
H 4.993 -0.386 -3.459
H 4.446 -1.794 -2.505
C 4.008 0.058 0.088
C 5.319 0.169 0.871
H 3.990 -0.971 -0.291
H 3.167 0.156 0.787
H 5.339 -0.575 1.680
H 6.161 -0.043 0.205
H 5.442 1.148 1.340
C -1.493 -4.813 1.237
C -2.517 -5.936 1.026
H -1.697 -4.293 2.189
H -0.500 -5.278 1.364
H -3.547 -5.589 0.885
H -2.253 -6.602 0.195
H -2.534 -6.571 1.920
C -0.345 -4.236 -1.420
C -0.685 -3.767 -2.834
H -0.531 -5.315 -1.325
H 0.731 -4.072 -1.231
H -1.711 -4.029 -3.102
H -0.554 -2.690 -2.972
H -0.012 -4.274 -3.534
C -2.802 -2.825 -0.549
C -3.682 -2.252 0.564
H -3.304 -3.635 -1.091
H -2.593 -2.036 -1.287
H -4.518 -1.703 0.102
H -4.071 -3.062 1.201
H -3.106 -1.541 1.178
C 1.462 0.566 5.357
N 0.343 1.453 5.736
C -0.910 1.231 5.217
S -1.816 2.415 4.403
N -1.368 -0.043 5.374
C -0.922 -0.890 6.506
H 1.164 -0.254 4.679
H 1.966 0.144 6.247
H 2.187 1.170 4.793
H 0.569 2.447 5.684
H -2.343 -0.138 5.075
H -1.612 -1.735 6.551
H 0.089 -1.296 6.364
H -0.954 -0.353 7.465
```

The calculation puts the energy above the lowest of the compared OMol25 structures with the same formula, charge and spin at 129.73 kcal per mole. The value obtained for the electronic energy is -5127.46659 a.u. For the orbital gap (spin up / spin down), the calculation gives 0.123 / 0.129 Ha. The value obtained for the LUMO energy (spin up / spin down) is -14.35 / -14.27 eV. Its net charge is +4. The multiplicity is 1. The value obtained for the HOMO energy (spin up / spin down) is -17.702 / -17.771 eV.

Entry 5:
Below is a cluster of 9 separate species, C28H48Cl4O21 in total, with properties calculated with wB97M-V/def2-TZVPD.

```
101
Properties=species:S:1:pos:R:3
C 6.628 -4.394 -2.963
C 6.621 -2.881 -3.237
O 5.376 -2.240 -2.931
C 4.321 -2.503 -3.714
O 4.138 -3.483 -4.382
O 3.481 -1.488 -3.576
C 2.135 -1.672 -4.012
H 7.662 -4.713 -3.106
H 6.040 -4.882 -3.737
H 6.267 -4.608 -1.961
H 7.016 -2.683 -4.232
H 7.297 -2.447 -2.501
H 1.714 -2.529 -3.480
H 2.116 -1.911 -5.074
H 1.556 -0.815 -3.699
C -5.535 1.133 4.741
C -5.975 0.883 3.293
O -4.868 0.664 2.421
C -4.352 -0.559 2.391
O -4.706 -1.461 3.106
O -3.422 -0.625 1.461
C -2.649 -1.816 1.481
H -4.526 1.540 4.665
H -5.410 0.170 5.236
H -6.218 1.779 5.281
H -6.457 1.781 2.912
H -6.722 0.093 3.226
H -3.156 -2.727 1.169
H -2.191 -1.983 2.455
H -1.788 -1.759 0.812
C -1.426 0.721 4.162
C -0.734 1.429 5.316
O -1.005 0.816 6.566
C -0.195 -0.184 6.946
O 0.919 -0.411 6.565
O -0.857 -0.890 7.843
C -0.233 -2.083 8.363
H -1.444 1.353 3.274
H -2.478 0.677 4.467
H -1.112 -0.301 3.958
H -1.150 2.434 5.361
H 0.344 1.513 5.167
H -0.553 -2.858 7.668
H -0.578 -2.264 9.373
H 0.846 -1.963 8.299
O 6.462 -1.780 0.194
C 5.993 -0.755 -0.185
O 6.606 0.326 -0.687
C 5.645 1.245 -1.187
C 4.320 0.487 -1.132
O 4.651 -0.557 -0.221
H 5.623 2.169 -0.610
H 5.877 1.547 -2.209
H 3.944 -0.011 -2.024
H 3.519 1.116 -0.743
O -5.119 4.752 1.344
C -5.246 4.021 0.420
O -6.196 4.133 -0.524
C -5.842 3.326 -1.629
C -4.827 2.333 -1.076
O -4.443 2.985 0.152
H -6.689 2.831 -2.099
H -5.388 4.014 -2.347
H -4.006 2.189 -1.778
H -5.193 1.332 -0.847
O -3.863 2.001 -3.682
C -3.005 1.214 -3.938
O -2.291 1.126 -5.067
C -1.499 -0.039 -5.038
C -1.628 -0.574 -3.603
O -2.739 0.194 -3.116
H -1.941 -0.815 -5.672
H -0.471 0.095 -5.369
H -0.752 -0.442 -2.968
H -1.981 -1.604 -3.579
O 1.180 -0.410 -1.383
C 0.482 0.402 -0.866
O -0.825 0.440 -1.098
C -1.422 1.469 -0.310
C -0.333 1.806 0.688
O 0.850 1.361 0.030
H -1.763 2.337 -0.870
H -2.285 1.082 0.233
H -0.418 1.300 1.653
H -0.315 2.872 0.914
Cl 1.164 -3.105 1.643
C 2.442 -2.783 0.492
C 3.725 -3.611 0.611
Cl 3.300 -5.332 0.465
H 2.779 -1.753 0.626
H 2.025 -2.830 -0.511
H 4.106 -3.570 1.629
H 4.480 -3.259 -0.085
Cl -0.842 4.238 -3.136
C 0.415 3.539 -4.209
C 1.283 2.694 -3.314
Cl 2.551 1.825 -4.208
H 0.873 4.350 -4.773
H -0.110 2.998 -4.997
H 0.652 1.942 -2.843
H 1.753 3.283 -2.531
```

The calculation puts the energy above the lowest of the compared OMol25 structures with the same formula, charge and spin at 17.23 kcal per mole. The value obtained for the electronic energy is -4516.58257 a.u. For the orbital gap, the calculation gives 0.384 Ha. The value obtained for the LUMO energy is 0.14 eV. Its structure (SMILES) is CCOC(=O)OC.CCOC(=O)OC.CCOC(=O)OC.O=C1OCCO1.O=C1OCCO1.O=C1OCCO1.O=C1OCCO1.ClCCCl.ClCCCl. Its net charge is 0. The multiplicity is 1. The value obtained for the HOMO energy is -10.300 eV.

Number 1: molecular weight 574.6 g mol⁻¹, F_max 2.495 eV Å⁻¹. Number 2: molecular weight 561.6 g mol⁻¹, F_max 0.343 eV Å⁻¹. Number 3: molecular weight 666.6 g mol⁻¹, F_max 3.945 eV Å⁻¹. Number 4: molecular weight 719.3 g mol⁻¹, F_max 5.476 eV Å⁻¹. Number 5: molecular weight 862.5 g mol⁻¹, F_max 1.964 eV Å⁻¹.